(1)
53
Properties=species:S:1:pos:R:3:forces:R:3:mulliken_spin:R:1 method="wB97M-V/def2-TZVPD" e_homo_ev="-4.26 / -7.49" homo_lumo_gap_ev="3.703 / 6.728" e_lumo_ev="-0.6 / -0.8" e_above_lowest_kj_mol=78.2 multiplicity=3
Ti -1.143 0.531 4.869 -1.11 -0.37 -0.31 0.945
P -0.213 -1.594 -2.090 0.19 0.35 -0.24 -0.001
P -0.084 2.085 -1.644 -0.39 -0.90 -0.70 0.021
O -2.714 0.071 5.005 0.10 0.19 -0.55 -0.040
O -0.578 2.152 5.900 0.00 -1.04 1.77 0.002
O -0.403 1.316 7.950 -0.16 -0.07 -1.60 0.031
N -0.555 1.099 6.774 0.64 1.97 0.77 0.009
C -1.226 0.255 0.115 -1.10 0.52 -0.43 -0.013
C 1.013 -2.178 0.546 -0.24 -0.66 -0.20 0.005
C -1.391 -2.876 -2.618 0.17 -0.18 -0.52 0.001
C -1.706 2.777 -1.983 -0.01 0.45 -0.26 0.016
C -0.188 1.425 0.039 -0.74 0.14 -0.31 0.106
C -1.053 -0.880 1.140 -0.70 0.19 -0.59 -0.185
C -0.469 -0.276 -3.368 -0.11 -0.56 -0.48 -0.004
C 0.152 -1.113 4.776 0.32 -0.16 -0.21 0.033
C 0.299 1.029 -3.103 -0.03 -0.21 -0.06 0.015
C 1.779 0.202 1.154 1.12 -0.66 -0.03 0.002
C 1.435 -2.213 -2.630 -0.21 -0.29 -0.37 -0.002
C 1.733 -0.952 0.118 0.28 0.33 0.33 0.049
C 1.197 1.375 0.524 0.29 0.68 0.94 0.706
C -0.326 -2.123 0.703 1.19 -0.44 0.83 0.017
C 1.221 3.307 -1.739 0.08 0.44 0.03 0.031
H -2.074 -1.208 1.394 0.35 0.31 0.09 -0.011
H 1.283 3.863 -0.795 -0.01 0.02 -0.34 0.009
H 1.684 2.339 0.650 -0.09 -0.19 0.05 -0.031
H 1.163 -0.532 -0.761 0.50 -0.48 0.61 0.016
H -0.916 -3.037 0.743 0.29 -0.01 0.35 0.000
H -1.554 -0.102 -3.472 0.39 0.04 0.00 0.000
H 1.299 -0.093 2.099 0.07 0.16 -0.15 0.124
H -1.958 3.489 -1.185 -0.05 -0.16 -0.26 -0.002
H 0.075 1.709 -3.942 0.25 0.02 0.21 -0.001
H 2.835 0.403 1.382 -0.34 0.02 0.17 -0.004
H 0.134 -1.603 3.796 0.16 -0.22 0.14 -0.023
H -2.465 1.981 -2.017 0.32 0.23 0.05 0.002
H -1.428 -3.648 -1.839 -0.02 0.14 -0.24 0.000
H 2.168 -1.393 -2.681 -0.32 -0.27 0.01 -0.001
H -1.065 -3.321 -3.568 -0.36 -0.07 0.13 0.000
H 1.333 -2.680 -3.618 0.25 -0.01 0.17 0.000
H 2.180 2.795 -1.918 -0.39 0.19 0.13 -0.022
H 1.148 -0.683 4.960 0.07 -0.28 -0.06 -0.003
H 1.570 -3.130 0.574 -0.54 0.41 -0.33 0.003
H -2.198 0.729 0.333 0.44 0.06 0.25 0.028
H -0.105 -0.722 -4.310 -0.26 0.54 -0.05 0.000
H -1.662 3.293 -2.951 -0.23 -0.07 0.26 0.000
H 2.746 -1.152 -0.256 -0.21 -0.09 0.24 0.000
H -2.390 -2.430 -2.726 0.26 -0.19 0.03 0.000
H -1.400 -0.183 -0.896 0.26 0.42 1.00 0.026
H -0.616 -0.471 2.067 -0.29 -0.21 -0.23 0.159
H -0.088 -1.834 5.567 0.08 0.05 -0.18 -0.002
H -0.676 2.299 0.518 0.15 -0.16 0.11 -0.012
H 1.798 -2.948 -1.900 -0.05 0.13 -0.25 -0.001
H 1.389 0.861 -3.112 -0.37 0.01 0.09 0.004
H 1.011 3.989 -2.570 0.10 -0.06 0.17 0.002

---

(2)
8
Properties=species:S:1:pos:R:3:forces:R:3:nbo_charge:R:1 method="wB97M-V/def2-TZVPD" e_homo_ev="-8.85 / -8.85" homo_lumo_gap_ev="8.494 / 8.496" e_lumo_ev="-0.4 / -0.4" e_above_lowest_kj_mol=317.9
Cl -2.188 -1.004 -0.585 0.07 0.07 -0.05 -0.305
S -1.026 0.351 0.579 1.09 0.40 -0.45 1.175
O 1.784 -1.398 0.472 -2.42 0.84 0.41 -0.535
N 0.800 -0.428 0.033 -0.75 1.08 -2.31 -0.548
N -1.008 1.731 0.002 -0.47 -3.59 4.36 -1.009
H 0.490 -0.778 -0.888 0.35 0.05 0.48 0.339
H 2.047 -0.766 1.132 1.50 -0.40 0.97 0.474
H -0.902 2.292 -0.745 0.63 1.54 -3.39 0.408

---

(3)
54
Properties=species:S:1:pos:R:3:forces:R:3:nbo_charge:R:1 method="wB97M-V/def2-TZVPD" e_homo_ev=-7.99 homo_lumo_gap_ev=8.327 e_lumo_ev=0.3
O -3.260 -0.758 -1.690 -0.12 -0.13 0.39 -0.484
O 5.524 -3.318 1.009 0.14 0.03 0.29 -0.600
O -5.987 -0.803 1.618 0.08 -0.08 -0.07 -0.577
O 1.289 3.862 -1.226 0.28 0.08 -0.02 -0.600
O 1.265 4.318 1.764 -0.06 0.08 -0.08 -0.594
O -4.575 -1.939 0.280 0.66 -0.13 -0.23 -0.508
N 4.182 -2.395 -0.589 -0.19 -0.02 -0.39 -0.602
N 2.632 2.551 1.497 0.38 0.23 0.32 -0.609
N -0.469 2.979 -0.123 -0.22 -0.12 0.14 -0.635
C 1.439 3.182 1.375 -0.07 0.08 0.32 0.675
C 0.282 2.361 0.874 -0.17 -0.33 0.38 0.099
C -6.783 -2.698 0.358 0.05 0.16 0.07 -0.714
C -5.772 -1.695 0.844 -0.70 0.15 0.22 0.799
C 3.884 0.501 1.694 -0.29 0.24 -0.21 -0.207
C -3.490 -1.139 0.614 0.12 0.25 0.00 0.292
C -1.962 -0.211 2.210 0.11 0.13 -0.14 -0.203
C -0.922 4.572 -1.871 0.26 0.15 -0.02 -0.711
C -2.570 -0.202 -2.782 0.13 0.09 -0.19 -0.249
C 5.135 -4.547 -1.017 0.14 -0.05 0.20 -0.713
C -2.784 -0.530 -0.437 -0.34 -0.21 0.15 0.265
C 2.971 -0.339 -0.771 0.08 -0.11 0.14 -0.256
C 4.283 -0.727 1.204 0.15 -0.18 -0.04 -0.241
C -1.678 0.248 -0.132 -0.01 -0.10 -0.12 -0.306
C -1.263 0.428 1.190 -0.39 -0.23 -0.01 -0.054
C 3.017 1.313 0.969 0.22 -0.47 -0.18 0.112
C -0.099 1.244 1.512 0.33 0.58 -0.20 -0.214
C 3.819 -1.165 -0.034 -0.04 0.33 0.27 0.145
C 4.987 -3.371 -0.072 -0.10 -0.27 -0.44 0.685
C -3.074 -0.980 1.923 -0.11 -0.16 -0.28 -0.226
C 2.579 0.889 -0.282 0.19 0.02 0.03 -0.159
C 0.092 3.802 -1.061 -0.49 -0.07 -0.30 0.696
H -1.368 5.338 -1.239 -0.09 0.05 0.03 0.242
H 2.630 -0.658 -1.747 -0.04 -0.02 -0.11 0.203
H -2.572 0.893 -2.747 0.02 -0.03 0.02 0.171
H 5.578 -4.221 -1.956 0.01 0.00 -0.10 0.226
H -1.644 -0.089 3.234 0.04 0.01 0.12 0.218
H 0.479 0.926 2.367 0.16 0.04 0.07 0.227
H -1.537 -0.561 -2.832 -0.03 0.02 0.01 0.177
H -1.712 3.918 -2.236 -0.10 -0.05 -0.01 0.218
H -1.096 0.692 -0.923 0.01 0.02 -0.11 0.226
H 5.780 -5.291 -0.559 0.00 0.02 0.02 0.243
H -3.109 -0.532 -3.668 0.07 0.05 0.03 0.204
H -0.427 5.052 -2.709 0.01 -0.03 0.00 0.243
H -6.539 -3.675 0.769 0.02 -0.08 0.00 0.240
H 3.792 -2.569 -1.505 0.13 -0.06 0.18 0.394
H 4.163 -4.992 -1.221 -0.07 -0.04 -0.06 0.226
H -3.629 -1.460 2.713 -0.06 -0.03 0.04 0.233
H 4.248 0.834 2.654 0.01 0.02 0.13 0.214
H -7.775 -2.403 0.683 0.02 0.02 0.02 0.237
H 4.952 -1.350 1.772 0.01 -0.01 0.01 0.260
H -1.472 2.859 -0.089 0.12 0.12 -0.04 0.412
H 1.967 1.545 -0.880 -0.04 0.06 -0.09 0.226
H -6.740 -2.765 -0.726 0.00 -0.05 -0.07 0.239
H 3.340 3.077 1.995 -0.21 0.03 -0.08 0.413

---

(4)
13
Properties=species:S:1:pos:R:3:forces:R:3:nbo_charge:R:1 method="wB97M-V/def2-TZVPD" e_homo_ev=-14.47 homo_lumo_gap_ev=11.116 e_lumo_ev=-3.3 charge=+1 e_above_lowest_kj_mol=0.0 smiles=[SiH3][n+]1cc[nH]c1
Si -1.879 -0.005 -0.021 -1.51 -0.10 0.63 1.036
N -0.135 0.042 0.050 2.24 1.15 0.17 -0.637
N 1.967 0.603 -0.180 -0.20 1.37 0.52 -0.460
C 1.963 -0.728 0.043 -1.39 -2.01 1.60 -0.040
C 0.701 1.054 -0.102 0.80 1.21 -1.01 0.261
C 0.633 -1.080 0.232 1.67 0.56 -0.55 -0.040
H 0.167 -1.956 0.591 -0.08 -0.98 -0.05 0.254
H 2.800 -1.334 0.392 -0.02 0.42 -0.79 0.270
H 0.463 2.116 -0.179 -0.14 -0.53 -0.16 0.252
H -1.902 -0.882 1.186 -0.94 0.41 -0.17 -0.137
H -2.075 -0.819 -1.216 -0.39 0.15 -0.20 -0.128
H -2.448 1.422 -0.024 0.50 -1.16 0.11 -0.093
H 2.788 1.218 -0.212 -0.55 -0.50 -0.08 0.464